Molecular formula: C7H13N
Method: DFT, wB97M-V/def2-TZVPD

Geometry (Å):
1 C -2.29726 1.74227 -1.41401
2 C -1.51286 1.01886 -0.36694
3 C -0.18122 0.83145 -0.36708
4 N 0.62858 1.31400 -1.37609
5 C 0.56854 0.13148 0.70118
6 C -0.07403 -0.81335 1.68194
7 C 0.76249 -1.36661 0.56105
8 C 2.07674 -2.00007 0.86822
9 H -1.99896 2.79346 -1.46821
10 H -2.17514 1.27342 -2.39520
11 H -3.36329 1.71159 -1.16601
12 H -2.10221 0.63518 0.46120
13 H 0.13839 1.51356 -2.24156
14 H 1.46116 0.74991 -1.52081
15 H 1.39448 0.71947 1.09481
16 H -1.13887 -1.00513 1.64717
17 H 0.32919 -0.82933 2.68930
18 H 0.23007 -1.89979 -0.21943
19 H 2.83021 -1.26078 1.15688
20 H 1.97341 -2.72337 1.68357
21 H 2.45056 -2.53620 -0.00996

Results
Net charge: 0
Strongest force on any atom (eV Å⁻¹): 1.4
Gap between HOMO and LUMO (eV): 8.9
SMILES: C/C=C(\N)[C@H]1C[C@@H]1C
Relative energy (zero: lowest compared OMol25 entry of this formula, charge and spin) (kcal per mole): 24.8